DFT (wB97M-V/def2-TZVPD) results for a molecular structure, C56H44INO5P3RuTe at a distorted geometry.

Each line ends with the Löwdin charge.
CARTESIAN COORDINATES (ANGSTROEM)
Ru (-0.67705, 0.01761, 0.98393)  0.40
C (3.63322, 2.92891, 3.58521)  -0.05
C (2.25641, 3.45901, 3.25487)  -0.25
C (2.01663, 4.79875, 3.56103)  -0.07
C (0.80136, 5.41232, 3.29055)  -0.10
C (-0.20469, 4.68057, 2.68186)  -0.08
C (0.02564, 3.34851, 2.35831)  -0.18
C (1.23258, 2.71236, 2.64217)  -0.28
P (1.25002, 0.88542, 2.23335)  1.08
C (2.90467, 0.73768, 1.43307)  -0.29
C (3.21582, 1.84238, 0.62087)  -0.12
C (4.42377, 1.95430, -0.03894)  -0.10
C (5.34912, 0.92495, 0.07313)  -0.10
C (5.02231, -0.20060, 0.80244)  -0.06
C (3.80014, -0.33470, 1.47941)  -0.24
C (3.56465, -1.64338, 2.18460)  -0.04
C (1.29922, 0.15882, 3.91669)  -0.28
C (2.46805, -0.17745, 4.59207)  -0.12
C (2.44535, -1.03567, 5.68514)  -0.09
C (1.23810, -1.62283, 6.06526)  -0.08
C (0.05853, -1.23946, 5.45650)  -0.04
C (0.05244, -0.24719, 4.45885)  -0.32
C (-1.17174, 0.35868, 4.05161)  0.02
H (3.93213, 3.26233, 4.58117)  0.08
H (4.36520, 3.30878, 2.86792)  0.08
H (3.69358, 1.84783, 3.55111)  0.03
H (2.81377, 5.37166, 4.02853)  0.10
H (0.64999, 6.45389, 3.55144)  0.09
H (-1.16733, 5.12606, 2.45452)  0.10
H (-0.74759, 2.78954, 1.85085)  -0.09
H (2.49674, 2.64614, 0.52523)  0.10
H (4.62905, 2.82474, -0.65065)  0.10
H (6.30472, 0.98644, -0.43686)  0.10
H (5.71942, -1.03272, 0.84697)  0.11
H (4.29020, -1.78402, 2.99173)  0.09
H (3.68543, -2.46286, 1.47546)  0.08
H (2.57201, -1.72880, 2.60905)  0.06
H (3.42849, 0.16497, 4.22452)  0.08
H (3.37065, -1.30766, 6.18139)  0.09
H (1.22312, -2.38179, 6.83751)  0.10
H (-0.88781, -1.67625, 5.75336)  0.12
H (-1.19110, 1.37299, 3.69727)  -0.01
H (-2.11812, -0.05752, 4.36771)  0.07
O (1.16264, -5.71915, 3.05218)  0.09
C (0.81067, -4.62888, 2.66757)  -0.28
C (-0.32337, -3.80260, 3.22963)  -0.29
O (-0.99956, -4.07124, 4.20461)  0.07
C (-0.43627, -2.63504, 2.33741)  -0.35
C (0.61720, -2.62340, 1.40498)  -0.36
O (0.77626, -1.67397, 0.54465)  -0.18
C (1.40427, -3.84884, 1.51485)  -0.35
O (2.34331, -4.20479, 0.81785)  0.05
O (-1.33904, -1.75541, 2.32530)  -0.13
Te (-0.22776, -1.57308, -3.62165)  1.31
C (-1.25797, -0.90977, -5.34620)  -0.55
C (-1.59698, -1.79493, -6.36574)  -0.15
C (-2.24401, -1.31831, -7.49916)  -0.19
N (-2.58557, -0.04044, -7.68382)  0.03
C (-2.25168, 0.80253, -6.69689)  -0.17
C (-1.59006, 0.42537, -5.53811)  -0.13
C (-1.18805, -0.48455, -2.12520)  -0.92
P (-0.23497, 0.73546, -1.21727)  0.76
C (-0.95359, 2.37864, -1.63030)  -0.42
C (-0.46804, 3.50101, -0.95919)  -0.14
C (-1.03259, 4.75166, -1.15531)  -0.09
C (-2.10629, 4.89721, -2.03077)  -0.11
C (-2.59866, 3.78578, -2.70019)  -0.09
C (-2.02172, 2.53205, -2.49833)  -0.12
C (1.43202, 0.85211, -1.95670)  -0.39
C (2.29893, -0.21069, -1.69006)  -0.15
C (3.53218, -0.28537, -2.31611)  -0.09
C (3.92417, 0.71019, -3.20487)  -0.11
C (3.07743, 1.78094, -3.45681)  -0.10
C (1.83108, 1.85190, -2.83367)  -0.09
P (-1.90926, -1.41243, -0.75407)  0.87
C (-3.73232, -1.07182, -0.71083)  -0.45
C (-4.40357, -0.34515, -1.68385)  -0.13
C (-5.78640, -0.18284, -1.62249)  -0.10
C (-6.50947, -0.76170, -0.58699)  -0.11
C (-5.84016, -1.48898, 0.39558)  -0.10
C (-4.46236, -1.63738, 0.33526)  -0.13
C (-2.11737, -3.16831, -1.28422)  -0.36
C (-2.95492, -3.44234, -2.37033)  -0.13
C (-3.11303, -4.73786, -2.82985)  -0.10
C (-2.43969, -5.79055, -2.21112)  -0.10
C (-1.61367, -5.53207, -1.12965)  -0.07
C (-1.45764, -4.22301, -0.66779)  -0.05
H (-1.37586, -2.85341, -6.27274)  0.08
H (-2.51156, -2.00189, -8.30005)  0.09
H (-2.52469, 1.84263, -6.84869)  0.09
H (-1.33020, 1.16790, -4.79360)  0.08
H (0.35272, 3.38656, -0.25895)  0.09
H (-0.65026, 5.60952, -0.61299)  0.10
H (-2.56887, 5.86852, -2.17089)  0.09
H (-3.44743, 3.88641, -3.36754)  0.09
H (-2.41224, 1.65247, -2.99533)  0.06
H (1.99156, -0.98359, -0.98803)  0.09
H (4.18649, -1.12509, -2.11195)  0.11
H (4.88728, 0.64955, -3.70152)  0.09
H (3.37364, 2.55620, -4.15479)  0.09
H (1.16882, 2.68104, -3.05099)  0.10
H (-3.82924, 0.08880, -2.49653)  0.08
H (-6.29807, 0.39348, -2.38696)  0.09
H (-7.58814, -0.64856, -0.54515)  0.09
H (-6.39610, -1.94164, 1.20925)  0.09
H (-3.93595, -2.18065, 1.11628)  0.11
H (-3.48313, -2.63284, -2.85846)  0.10
H (-3.76154, -4.92846, -3.67893)  0.09
H (-2.56466, -6.80489, -2.57413)  0.09
H (-1.07895, -6.33538, -0.63568)  0.10
H (-0.80765, -4.03595, 0.17890)  0.09
I (-2.87718, 1.61663, 1.16688)  0.33

Properties
Max |F|: 4.0 eV Å⁻¹
<S²>: 0.78
Kohn-Sham gap (alpha / beta): 5.9 / 6.1 eV
Spin multiplicity: 2
ΔE to the lowest compared entry with this formula, charge and spin: 20.85 kcal per mole
Net charge: -2

---

DFT (wB97M-V/def2-TZVPD) results for a molecular structure, C56H44N2O4S2 at a distorted geometry.

Each line ends with the Löwdin charge.
CARTESIAN COORDINATES (ANGSTROEM)
C (3.16908, -3.46191, -5.58659)  -0.09
C (2.84692, -4.67326, -4.95480)  -0.08
C (3.00355, -4.79833, -3.57685)  -0.02
C (3.52856, -3.72324, -2.83604)  -0.23
N (3.76530, -3.91498, -1.43063)  -0.03
C (5.11353, -3.74821, -0.93721)  -0.22
C (5.45810, -2.57839, -0.22778)  -0.02
C (6.80068, -2.29900, 0.04504)  -0.08
C (7.78922, -3.21082, -0.33843)  -0.10
C (7.43591, -4.43450, -0.91927)  -0.08
C (6.10835, -4.69097, -1.27303)  -0.01
C (2.64446, -4.01038, -0.54689)  -0.20
C (2.64126, -4.94409, 0.52165)  0.00
C (1.52761, -5.07613, 1.34439)  -0.03
C (0.40657, -4.21429, 1.24998)  -0.22
C (-0.83600, -4.40512, 2.11357)  -0.04
C (-1.15107, -3.14513, 2.86858)  -0.16
C (-2.34184, -2.89928, 3.58399)  -0.01
C (-2.60438, -1.68199, 4.20865)  -0.01
C (-1.62255, -0.66494, 4.24940)  -0.20
N (-1.94231, 0.59687, 4.78522)  0.00
C (-0.98469, 1.53276, 5.30558)  -0.21
C (-1.08606, 2.91345, 4.96877)  -0.01
C (-0.16080, 3.81358, 5.51358)  -0.08
C (0.72943, 3.39936, 6.51926)  -0.10
C (0.76641, 2.05860, 6.91745)  -0.09
C (-0.05950, 1.11630, 6.28999)  -0.03
C (-3.31836, 0.96554, 4.86830)  -0.24
C (-3.82987, 1.42561, 6.09481)  -0.01
C (-5.19185, 1.69875, 6.17889)  -0.08
C (-5.99485, 1.60990, 5.03879)  -0.10
C (-5.48899, 1.13232, 3.82297)  -0.08
C (-4.14449, 0.78701, 3.73768)  -0.03
C (-0.34404, -0.96150, 3.75799)  0.00
C (-0.18059, -2.11568, 3.00531)  -0.03
C (0.55937, -3.13994, 0.33412)  -0.05
C (1.57436, -3.10159, -0.61366)  0.00
C (3.86201, -2.51126, -3.47158)  -0.02
C (3.62681, -2.37091, -4.84113)  -0.09
H (3.05413, -3.35919, -6.66331)  0.10
H (2.46736, -5.52776, -5.51785)  0.10
H (2.78421, -5.73324, -3.04649)  0.12
H (4.66614, -1.86891, 0.03875)  0.12
H (7.05633, -1.36438, 0.55325)  0.10
H (8.83701, -2.97223, -0.16425)  0.10
H (8.19025, -5.19359, -1.11831)  0.10
H (5.82114, -5.60608, -1.81191)  0.12
H (3.53136, -5.57633, 0.68048)  0.12
H (1.47958, -5.86214, 2.11129)  0.12
H (-0.69695, -5.37818, 2.74077)  0.10
H (-3.08117, -3.68065, 3.68914)  0.07
H (-3.56879, -1.52778, 4.70932)  0.13
H (-1.90648, 3.26417, 4.30321)  0.13
H (-0.16140, 4.84480, 5.15590)  0.10
H (1.39840, 4.12343, 6.98440)  0.10
H (1.43356, 1.72582, 7.71738)  0.10
H (-0.06344, 0.06562, 6.61213)  0.12
H (-3.14641, 1.55131, 6.94667)  0.13
H (-5.59176, 1.99586, 7.14367)  0.10
H (-7.03274, 1.91149, 5.09757)  0.10
H (-6.10698, 1.01927, 2.93165)  0.11
H (-3.70660, 0.38826, 2.81235)  0.13
H (0.49090, -0.29448, 3.96059)  0.11
H (0.77739, -2.23218, 2.52872)  0.10
H (-0.17107, -2.32914, 0.31368)  0.13
H (1.62222, -2.30803, -1.37289)  0.12
H (4.29739, -1.70277, -2.87300)  0.12
H (3.80928, -1.40379, -5.31233)  0.10
C (-4.56336, -3.46060, -1.22868)  -0.08
C (-3.29269, -3.96613, -1.54838)  -0.07
C (-2.49167, -4.53434, -0.55101)  -0.05
C (-3.03590, -4.85252, 0.71214)  -0.27
C (-2.26008, -5.63920, 1.70014)  -0.26
S (-3.45314, -6.41575, 2.99915)  0.79
C (-2.62054, -7.40640, 4.27625)  -0.27
C (-3.40919, -8.43364, 4.77603)  -0.06
C (-2.86744, -9.27819, 5.74748)  -0.06
C (-1.56274, -9.10214, 6.19198)  -0.08
C (-0.80404, -8.04429, 5.70200)  -0.06
C (-1.34266, -7.14905, 4.77507)  -0.05
O (-4.08461, -5.34410, 3.77954)  -0.34
O (-4.32642, -7.31006, 2.24725)  -0.30
S (-1.66808, -7.20235, 0.87238)  0.75
C (-2.99605, -8.09555, -0.01825)  -0.25
C (-3.70787, -9.10839, 0.62767)  -0.08
C (-4.82298, -9.68131, 0.01936)  -0.06
C (-5.26150, -9.20722, -1.21610)  -0.07
C (-4.48052, -8.28804, -1.91061)  -0.07
C (-3.30351, -7.78631, -1.34470)  -0.05
O (-0.57689, -6.85980, -0.02716)  -0.29
O (-1.40978, -8.06996, 1.99949)  -0.33
C (-4.32801, -4.38612, 0.99584)  -0.04
C (-5.13093, -3.79274, 0.01619)  -0.06
H (-5.12070, -2.85449, -1.96205)  0.10
H (-2.93238, -3.90897, -2.58181)  0.11
H (-1.44995, -4.76562, -0.77500)  0.10
H (-4.39275, -8.60763, 4.33236)  0.12
H (-3.47028, -10.10939, 6.08595)  0.11
H (-1.11931, -9.81702, 6.87416)  0.10
H (0.23809, -7.93826, 5.97477)  0.11
H (-0.76197, -6.30248, 4.41030)  0.11
H (-3.39339, -9.47681, 1.60161)  0.11
H (-5.33071, -10.49409, 0.53316)  0.11
H (-6.17732, -9.59291, -1.64857)  0.10
H (-4.76236, -7.95395, -2.90648)  0.11
H (-2.62473, -7.13389, -1.89694)  0.11
H (-4.78014, -4.54692, 1.97289)  0.09
H (-6.18488, -3.58835, 0.26713)  0.11

Properties
Max |F|: 4.6 eV Å⁻¹
Kohn-Sham gap: 7.1 eV